{"formula": "C37H36CaCl3N2O6S2", "method": "ωB97M-V with the def2-TZVPD basis set", "symbols": ["Ca", "O", "S", "C", "C", "C", "C", "S", "O", "C", "C", "C", "C", "C", "C", "C", "C", "C", "C", "C", "C", "H", "H", "H", "H", "H", "H", "H", "H", "H", "H", "H", "H", "H", "H", "H", "H", "H", "H", "O", "C", "O", "C", "C", "C", "C", "C", "C", "C", "C", "C", "N", "H", "H", "H", "H", "H", "H", "C", "N", "C", "C", "C", "C", "C", "C", "C", "C", "H", "H", "H", "H", "H", "H", "H", "H", "H", "H", "H", "H", "Cl", "C", "Cl", "Cl", "C", "O", "O"], "xyz": [[0.9800, 0.0816, 1.3313], [-1.2514, 1.0222, 3.5016], [-1.9407, 0.2816, 4.8120], [-1.8111, 2.2671, 3.1318], [-3.1966, 2.1413, 2.4995], [-3.2262, 1.1621, 1.3315], [-2.2801, 1.5147, 0.1917], [-3.6621, 0.4602, -1.7684], [-2.3306, 0.5030, -0.8015], [-3.0863, 1.2469, -3.2437], [-1.7964, 1.7428, -3.3515], [-1.3933, 2.3361, -4.5344], [-2.2674, 2.4380, -5.6033], [-3.5555, 1.9348, -5.4908], [-3.9683, 1.3398, -4.3147], [-3.0293, -0.8932, 4.0313], [-4.3761, -0.9048, 4.3662], [-5.2312, -1.7882, 3.7314], [-4.7426, -2.6499, 2.7616], [-3.3939, -2.6388, 2.4396], [-2.5268, -1.7670, 3.0763], [-1.0964, 2.6855, 2.4209], [-1.8614, 2.9253, 4.0107], [-3.5132, 3.1334, 2.1729], [-3.8960, 1.7866, 3.2612], [-4.2442, 1.0972, 0.9339], [-2.9507, 0.1674, 1.6856], [-1.2344, 1.4944, 0.5205], [-2.5272, 2.4943, -0.2396], [-1.1041, 1.6578, -2.5276], [-0.3836, 2.7136, -4.6064], [-1.9478, 2.9107, -6.5213], [-4.2391, 2.0037, -6.3257], [-4.9671, 0.9419, -4.2128], [-4.7444, -0.2196, 5.1160], [-6.2830, -1.7946, 3.9815], [-5.4122, -3.3339, 2.2600], [-3.0122, -3.3166, 1.6916], [-1.4687, -1.7585, 2.8472], [2.0728, -3.1964, 3.5393], [1.9022, -2.3299, 2.6876], [0.8289, -1.7308, 2.4131], [3.0610, -1.9791, 1.7445], [4.0684, -2.8727, 1.3929], [4.8547, -2.5694, 0.2948], [4.5958, -1.4168, -0.4467], [5.2524, -1.1331, -1.7028], [4.9350, -0.0577, -2.4212], [3.9513, 0.9821, -1.9983], [3.2107, 0.7141, -0.6689], [3.6104, -0.5375, 0.0289], [2.9155, -0.8246, 1.1139], [4.1933, -3.7936, 1.9435], [5.6381, -3.2415, -0.0323], [5.9792, -1.8560, -2.0524], [5.4031, 0.0995, -3.3860], [4.4893, 1.9369, -1.9310], [3.4040, 1.5420, 0.0221], [1.4221, -3.0954, -0.7931], [0.4054, -2.0849, -0.6038], [-0.8476, -2.7069, -0.2348], [0.2607, -1.2813, -1.8064], [1.3638, -0.2803, -1.9799], [2.0161, -0.0620, -3.1184], [2.8656, 1.1739, -3.1104], [2.0061, 2.3079, -2.6162], [1.3805, 2.0574, -1.4736], [1.6348, 0.6971, -0.8580], [1.1353, -3.8235, -1.5741], [1.5789, -3.6319, 0.1428], [2.3514, -2.6194, -1.1006], [-1.2243, -3.3735, -1.0326], [-1.5914, -1.9347, -0.0414], [-0.6961, -3.2897, 0.6731], [-0.6699, -0.7150, -1.7009], [0.1684, -1.9246, -2.7041], [1.9540, -0.6698, -4.0125], [3.3345, 1.3735, -4.0782], [1.9866, 3.2440, -3.1557], [0.7751, 2.7890, -0.9578], [2.7865, 3.1772, 4.6473], [2.6446, 1.8622, 3.4768], [1.7085, 0.5743, 4.1724], [4.2486, 1.2478, 3.0808], [2.0144, 2.4770, 2.1638], [2.7046, 3.3073, 1.6099], [0.8887, 2.0499, 1.8788]], "e_tot_ev": -131897.257, "e_above_lowest_kj_mol": 355.43, "total_charge": -1, "lumo_energy_ev": 2.20}